No. 1
{"formula": "C30H34Cl3N6O5PPtS2", "method": "ωB97M-V/def2-TZVPD", "max_force_ev_per_a": 2.801, "total_charge": 2, "homo_lumo_gap_ev": [6.0, 6.0], "species": ["Pt", "C", "C", "C", "C", "C", "C", "C", "S", "O", "O", "N", "C", "C", "C", "C", "C", "N", "H", "H", "H", "H", "H", "H", "H", "H", "H", "H", "H", "N", "C", "P", "O", "O", "C", "N", "H", "H", "H", "H", "H", "H", "H", "H", "H", "H", "Cl", "C", "C", "C", "C", "C", "C", "N", "C", "C", "N", "C", "O", "C", "C", "C", "Cl", "S", "C", "C", "C", "Cl", "C", "H", "H", "H", "H", "H", "H", "H", "H", "H", "H", "H", "H", "H"], "positions_angstrom": [[2.30649, 0.52171, -1.36310], [-1.24361, 6.61131, 1.01450], [-0.78721, 5.57551, 0.04260], [-1.02941, 4.22061, 0.25280], [-0.60281, 3.27351, -0.66340], [0.06269, 3.68231, -1.80400], [0.31369, 5.02381, -2.03590], [-0.11211, 5.96251, -1.11580], [0.71799, 2.48671, -2.93610], [0.07559, 1.17151, -2.61930], [0.61319, 2.85571, -4.31190], [2.25549, 2.30481, -2.44080], [3.35919, 2.08991, -3.22990], [3.75429, 2.83741, -4.33650], [4.96099, 2.51201, -4.92980], [5.70949, 1.44741, -4.43800], [5.22309, 0.72441, -3.36120], [4.08059, 1.05161, -2.77020], [-1.77611, 6.17211, 1.85390], [-1.90031, 7.31631, 0.50720], [-0.39591, 7.17841, 1.39780], [-1.55931, 3.91051, 1.14100], [-0.79811, 2.22241, -0.51620], [0.82879, 5.31711, -2.93520], [0.08239, 7.01011, -1.28930], [3.12169, 3.62491, -4.70900], [5.31709, 3.08711, -5.77080], [6.66539, 1.19631, -4.86650], [5.76369, -0.11849, -2.95490], [0.80599, -5.23309, -2.27580], [0.23419, -4.19219, -1.39980], [0.57029, -2.59809, -2.36240], [0.94859, -3.12769, -3.71350], [1.51399, -1.72079, -1.61590], [-1.10311, -1.78999, -2.61240], [-0.90731, -0.92739, -3.79180], [0.18379, -6.02739, -2.44300], [1.70869, -5.57559, -1.93620], [0.98359, -4.66389, -3.18700], [0.72189, -4.17009, -0.42780], [-0.83171, -4.34639, -1.25260], [-1.40091, -1.19089, -1.75510], [-1.85361, -2.55479, -2.81650], [-0.43691, -0.00409, -3.45130], [-1.77601, -0.68639, -4.28130], [-0.26811, -1.42199, -4.43510], [-1.66191, -6.01099, 4.72560], [-1.52851, -4.33119, 4.37920], [-0.58511, -3.88209, 3.46620], [-0.47861, -2.53059, 3.20370], [-1.29421, -1.59379, 3.83120], [-1.15841, -0.12029, 3.54040], [0.28759, 0.40641, 3.75820], [1.18959, 0.10291, 2.67770], [2.29569, -0.69229, 2.73690], [2.85669, -0.68089, 1.49250], [2.09729, 0.11001, 0.68550], [1.10609, 0.57671, 1.42740], [-1.58421, 0.31001, 2.24420], [-2.06071, -0.63639, 1.31540], [-3.31531, -1.34739, 1.72850], [-3.53531, -2.68559, 1.56850], [-2.45341, -3.79539, 0.85310], [-5.07891, -3.20169, 2.15370], [-5.44541, -1.58739, 2.60080], [-4.43911, -0.72209, 2.32490], [-2.24071, -2.06689, 4.74710], [-3.30681, -0.99409, 5.57750], [-2.36021, -3.42229, 5.01610], [0.05229, -4.59029, 2.96550], [0.25379, -2.20709, 2.48100], [-1.78251, 0.41081, 4.27210], [0.69199, -0.01479, 4.67830], [0.22649, 1.49211, 3.86140], [2.60219, -1.19499, 3.63090], [3.74639, -1.15929, 1.13470], [0.33939, 1.24521, 1.08850], [-1.29391, -1.37819, 1.05710], [-2.26711, -0.03189, 0.42600], [-6.39801, -1.37619, 3.04190], [-4.47981, 0.33111, 2.53180], [-3.09771, -3.77019, 5.72170]]}

No. 2
{"formula": "C32H32B4O44V", "method": "ωB97M-V/def2-TZVPD", "max_force_ev_per_a": 6.147, "total_charge": -1, "s2": 6.01, "multiplicity": 5, "homo_lumo_gap_ev": [6.1, 2.7], "species": ["V", "O", "C", "O", "B", "O", "C", "O", "O", "C", "O", "C", "O", "O", "O", "C", "O", "B", "O", "C", "O", "O", "C", "O", "C", "O", "O", "O", "C", "O", "B", "O", "C", "O", "O", "C", "O", "C", "O", "O", "O", "C", "O", "B", "O", "C", "O", "O", "C", "O", "C", "O", "O", "C", "C", "O", "C", "O", "O", "C", "H", "H", "H", "H", "H", "H", "H", "H", "C", "C", "O", "C", "O", "O", "C", "H", "H", "H", "H", "H", "H", "H", "H", "C", "C", "O", "C", "O", "O", "C", "H", "H", "H", "H", "H", "H", "H", "H", "C", "C", "O", "C", "O", "O", "C", "H", "H", "H", "H", "H", "H", "H", "H"], "positions_angstrom": [[-0.14221, 0.19287, -0.39598], [-1.13424, -4.50928, -2.33863], [-0.53896, -4.54955, -1.27279], [0.01595, -5.72986, -0.73054], [0.91751, -5.36590, 0.42081], [0.63619, -3.89480, 0.58374], [-0.17100, -3.42023, -0.31612], [-0.38125, -2.18669, -0.44907], [2.42738, -5.54562, 0.22228], [2.84072, -6.38314, 1.19379], [3.88101, -6.99225, 1.30389], [1.60077, -6.79472, 2.07804], [0.64458, -6.12051, 1.58917], [1.44971, -7.56325, 3.01686], [-5.88888, -0.87680, 6.20102], [-4.84724, -1.22633, 5.59633], [-4.31674, -0.74645, 4.51400], [-3.15690, -1.55276, 4.09710], [-2.89307, -2.41104, 5.27118], [-3.91867, -2.35725, 6.08911], [-4.10925, -2.90370, 7.14698], [-3.56075, -2.40980, 2.95880], [-2.75837, -2.06325, 1.90575], [-2.87330, -2.45021, 0.75161], [-1.82942, -0.99939, 2.32709], [-2.01352, -0.70912, 3.66795], [-1.10801, -0.44894, 1.43679], [-6.90202, 4.23689, 3.40801], [-6.26632, 3.31362, 2.82886], [-5.34119, 3.35660, 1.93926], [-4.90655, 2.01567, 1.47058], [-5.50416, 1.09666, 2.48341], [-6.36421, 1.73927, 3.17264], [-7.02340, 1.22233, 4.03221], [-3.45848, 2.00862, 1.54100], [-3.03034, 1.73919, 0.27818], [-1.84053, 1.63921, -0.07316], [-4.25894, 1.66922, -0.72201], [-5.28223, 1.73729, 0.09604], [-4.27955, 1.45024, -1.96850], [1.55213, -0.49696, 1.30237], [1.70583, -0.94079, 2.45251], [1.53327, -2.12550, 2.80897], [1.79236, -2.15056, 4.31848], [2.13458, -0.71617, 4.73427], [2.03925, 0.01967, 3.65177], [2.26487, 1.19937, 3.47251], [2.87166, -3.12880, 4.64663], [2.31951, -4.21423, 5.28913], [3.01217, -5.20049, 5.68880], [0.88033, -3.94202, 5.51120], [0.61584, -2.68945, 4.99812], [0.15432, -4.71745, 6.16114], [-0.92052, 0.51747, -6.88035], [-1.48341, -0.58130, -5.88579], [-1.30192, -0.09292, -4.49157], [-1.78833, -0.76850, -3.36439], [-1.60535, -0.36692, -2.20578], [-2.55481, -1.77632, -3.75663], [-3.50336, -2.33971, -2.82054], [-0.96232, 0.06137, -7.86946], [0.12778, 0.56105, -6.58495], [-1.48332, 1.44960, -6.83050], [-0.86359, -1.47091, -5.99767], [-2.50232, -0.90859, -6.09271], [-2.98662, -2.75069, -1.95326], [-4.28156, -3.04125, -3.12113], [-4.08076, -1.50417, -2.42482], [3.88797, 5.08859, 1.47937], [2.73739, 4.95217, 0.56711], [2.24534, 3.59288, 0.42924], [1.24056, 3.00336, 0.98344], [0.89447, 1.85429, 0.63461], [0.83896, 3.73764, 2.00506], [-0.12733, 3.21622, 2.92363], [4.18990, 6.11268, 1.69887], [4.70819, 4.47251, 1.11088], [3.56404, 4.75144, 2.46400], [3.11468, 5.07081, -0.44861], [1.95304, 5.69252, 0.72450], [0.06815, 2.24936, 3.38738], [-1.11761, 3.10953, 2.48083], [-0.17200, 3.96804, 3.71158], [5.48602, 1.20068, -0.83982], [3.98233, 0.67379, -0.76187], [3.76917, -0.16177, -1.90546], [2.52828, -0.61900, -2.23151], [1.53967, -0.47489, -1.56025], [2.60311, -1.19179, -3.38610], [1.56178, -1.90905, -4.02631], [5.66425, 1.79173, -1.73816], [6.23352, 0.41733, -0.96514], [5.75093, 1.65872, 0.11314], [3.34221, 1.55227, -0.68052], [3.81738, -0.02728, 0.05629], [1.68381, -2.91248, -4.43416], [1.37252, -1.29272, -4.90519], [0.58160, -1.92633, -3.54982], [4.08990, 2.54727, -4.44247], [3.06790, 3.31690, -3.53677], [2.15310, 2.47886, -2.72767], [0.81401, 2.52649, -2.72642], [0.08772, 1.83167, -1.95361], [0.41354, 3.53668, -3.54262], [-0.98671, 3.91592, -3.48794], [3.82465, 2.26846, -5.46228], [4.28660, 1.65485, -3.84833], [4.98053, 3.17238, -4.50669], [2.66707, 4.13166, -4.13978], [3.54819, 3.74163, -2.65528], [-1.19215, 4.23643, -2.46658], [-1.67906, 3.12871, -3.78635], [-1.01712, 4.76868, -4.16616]]}